Record 1
{
  "formula": "C4H7NO2",
  "method": "the ωB97M-V functional and the def2-TZVPD basis",
  "elements": ["C", "N", "C", "O", "H", "H", "H", "C", "C", "O", "H", "H", "H", "H"],
  "positions_angstrom": [[0.34054, -1.12966, -1.27829], [1.14092, -1.43785, -0.34914], [2.03798, -0.55537, 0.21665], [1.75286, 0.24982, 1.08250], [0.31823, -0.14784, -1.75815], [-0.38204, -1.87287, -1.61652], [3.07986, -0.70838, -0.11181], [-1.12399, 1.51062, 0.01602], [-1.61802, 0.43342, 0.63253], [-1.00728, -0.30554, 1.57878], [-1.70932, 2.02747, -0.73571], [-0.14892, 1.91384, 0.27656], [-2.60362, 0.03523, 0.39800], [-0.07720, -0.01288, 1.64857]],
  "smiles": "C=NC=O.C=CO",
  "e_tot_ha": -361.79102,
  "homo_energy_ev": -8.88,
  "e_above_lowest_kcal_mol": 56.4,
  "e_lumo_ev": 0.51,
  "gap_ha": 0.345
}

Record 2
{
  "formula": "C49H76BrCl2F3O25",
  "method": "the ωB97M-V functional and the def2-TZVPD basis",
  "elements": ["C", "O", "C", "C", "C", "C", "C", "C", "C", "O", "C", "C", "C", "C", "C", "C", "C", "C", "C", "C", "C", "C", "Cl", "C", "C", "Cl", "C", "C", "C", "O", "C", "C", "F", "F", "F", "O", "C", "Br", "H", "H", "H", "H", "H", "H", "H", "H", "H", "H", "H", "H", "H", "H", "H", "H", "H", "H", "H", "H", "H", "H", "H", "H", "H", "H", "H", "H", "H", "H", "H", "H", "H", "H", "H", "H", "H", "H", "H", "H", "H", "H", "H", "H", "H", "H", "H", "H", "O", "C", "O", "C", "C", "O", "H", "H", "H", "H", "O", "C", "O", "C", "C", "O", "H", "H", "H", "H", "O", "C", "O", "C", "C", "O", "H", "H", "H", "H", "O", "C", "O", "C", "C", "O", "H", "H", "H", "H", "O", "C", "O", "C", "C", "O", "H", "H", "H", "H", "O", "C", "O", "C", "C", "O", "H", "H", "H", "H", "O", "C", "O", "C", "C", "O", "H", "H", "H", "H"],
  "positions_angstrom": [[2.62046, 3.48876, 3.13446], [1.24751, 3.29483, 2.57177], [1.17093, 3.95845, 1.25808], [-0.17928, 4.87005, 1.03122], [-1.41197, 4.54591, 2.06189], [-2.23056, 3.14319, 1.71799], [-2.67609, 3.11725, 0.11936], [-3.82633, 1.97895, -0.22596], [-3.18181, 0.46182, -0.52159], [-2.40799, 0.12741, 0.65549], [-1.77027, -1.17956, 0.65255], [-1.03260, -1.32292, 2.14954], [0.55711, -0.94676, 2.13957], [1.55635, -2.12568, 2.70974], [1.17687, -3.64317, 2.21916], [3.06456, -1.78916, 2.10587], [3.22370, -2.15609, 0.51083], [4.71058, -1.68321, -0.07548], [4.94865, -0.29639, -0.56369], [5.22948, 0.87331, 0.56069], [4.96154, 0.06591, -2.17447], [-2.44777, 0.55882, -1.95835], [-3.51570, 0.36734, -3.51245], [-1.02178, 0.83353, -2.26697], [0.05365, 1.09153, -1.07487], [-0.38753, 0.92980, -4.03860], [-4.49278, -0.55834, -0.51378], [-5.89139, 0.08956, -1.03656], [-6.90626, 0.59964, 0.19192], [-8.05765, -0.30205, 0.39378], [-8.41958, -0.43012, 1.81385], [-10.07383, -0.35481, 2.04887], [-10.78400, -1.31667, 1.16363], [-10.46915, 1.07458, 1.81168], [-10.44469, -0.62956, 3.48739], [-4.28808, -1.81818, -1.23978], [-4.98911, -2.95109, -0.61548], [-5.45145, -4.21989, -2.14481], [2.77177, 2.61655, 3.90960], [3.44161, 3.33617, 2.29859], [2.68380, 4.52471, 3.68255], [1.28056, 3.12830, 0.41011], [2.11224, 4.65875, 1.16617], [0.15320, 5.99758, 1.23938], [-0.47669, 4.83195, -0.11502], [-0.99573, 4.49831, 3.17712], [-2.15076, 5.46869, 2.03796], [-3.22535, 3.17757, 2.33309], [-1.53708, 2.21435, 1.98856], [-1.77420, 3.13217, -0.62555], [-3.23179, 4.16270, -0.04590], [-4.38315, 2.41418, -1.18892], [-4.54206, 1.96812, 0.72941], [-2.47603, -2.11052, 0.59481], [-0.91715, -1.34318, -0.13086], [-1.28891, -2.39052, 2.58417], [-1.59639, -0.55148, 2.85939], [0.99175, -0.59587, 1.11307], [0.69049, -0.02464, 2.88583], [1.60624, -2.00812, 3.88657], [0.48403, -3.58431, 1.25787], [2.16361, -4.25353, 2.04393], [0.48600, -4.10962, 3.07372], [3.23396, -0.63473, 2.24523], [3.87725, -2.34335, 2.74433], [3.13145, -3.29512, 0.25822], [2.43512, -1.59337, -0.18075], [5.53195, -2.54857, -0.09852], [6.10951, 1.56154, 0.15628], [5.48826, 0.43028, 1.63037], [4.25635, 1.54408, 0.59204], [3.88856, -0.10060, -2.61080], [5.77555, -0.64936, -2.66854], [5.30332, 1.18162, -2.27385], [0.66099, 0.09202, -0.92517], [0.84936, 1.87727, -1.49374], [-0.36407, 1.55987, -0.08905], [-4.64684, -0.85545, 0.63177], [-5.78316, 0.90357, -1.89236], [-6.49994, -0.80023, -1.55228], [-6.25055, 0.51398, 1.18563], [-7.18462, 1.73176, 0.08368], [-7.97138, 0.39073, 2.51822], [-8.11577, -1.50894, 2.22169], [-4.26473, -3.56502, 0.07786], [-6.01473, -2.67838, -0.11316], [-2.59529, -3.93716, 3.10126], [-3.26791, -3.57952, 4.05381], [-3.49626, -2.27679, 4.39178], [-4.49057, -2.28155, 5.39889], [-4.36675, -3.64520, 5.99731], [-3.88963, -4.43064, 4.92141], [-4.30691, -1.48828, 6.12871], [-5.46729, -2.11676, 4.93206], [-3.63556, -3.67954, 6.81185], [-5.32379, -4.02786, 6.36244], [4.39656, -4.28603, -1.74250], [3.54669, -5.15450, -1.63676], [2.46210, -5.07666, -0.81149], [1.61437, -6.16026, -1.14336], [2.54707, -7.14772, -1.76624], [3.55727, -6.33164, -2.32804], [1.12416, -6.55667, -0.24995], [0.84900, -5.80879, -1.84319], [3.00228, -7.81623, -1.02788], [2.06055, -7.74979, -2.53856], [-0.40559, -3.36730, -8.03233], [-1.25452, -2.64634, -7.53512], [-2.54172, -2.54991, -7.97928], [-3.25412, -1.79789, -7.01496], [-2.18338, -1.00526, -6.33802], [-1.04028, -1.82989, -6.46220], [-4.00265, -1.16168, -7.49516], [-3.75925, -2.48806, -6.33115], [-1.98806, -0.05191, -6.84028], [-2.41038, -0.81271, -5.28586], [-4.09529, 0.73807, 5.09090], [-4.76791, 1.09571, 6.04345], [-4.99626, 2.39845, 6.38142], [-5.99057, 2.39369, 7.38854], [-5.86675, 1.03003, 7.98696], [-5.38963, 0.24460, 6.91106], [-5.80691, 3.18696, 8.11835], [-6.96729, 2.55848, 6.92170], [-5.13556, 0.99570, 8.80150], [-6.82379, 0.64738, 8.35209], [5.80964, 3.32215, 2.58903], [6.35439, 4.10426, 1.82794], [5.71982, 5.13372, 1.19469], [6.72479, 5.92900, 0.59426], [7.86596, 4.97756, 0.43458], [7.67840, 4.06304, 1.49787], [6.38082, 6.33106, -0.36265], [6.96460, 6.76104, 1.26455], [7.82507, 4.43096, -0.51350], [8.83657, 5.47436, 0.51683], [10.55640, 6.31946, -0.99460], [11.26096, 6.46110, -0.00910], [11.80951, 7.64789, 0.38344], [12.35676, 7.44156, 1.67220], [12.59724, 5.96723, 1.71120], [11.60432, 5.45251, 0.84443], [13.27774, 8.01720, 1.79898], [11.62774, 7.76641, 2.42193], [13.58342, 5.69399, 1.32121], [12.48595, 5.55393, 2.71741], [1.60471, -6.29021, -13.78500], [0.93209, -5.93257, -12.83245], [0.70374, -4.62984, -12.49447], [-0.29057, -4.63460, -11.48736], [-0.16675, -5.99825, -10.88894], [0.31037, -6.78369, -11.96484], [-0.10691, -3.84133, -10.75755], [-1.26729, -4.46981, -11.95420], [0.56444, -6.03259, -10.07440], [-1.12379, -6.38091, -10.52381]],
  "smiles": "COCCCCCC[C@](OCCC[C@@H](C)CCC=C(C)C)(/C(Cl)=C(\\C)Cl)[C@@H](CCOCC(F)(F)F)OCBr.O=C1OCCO1.O=C1OCCO1.O=C1OCCO1.O=C1OCCO1.O=C1OCCO1.O=C1OCCO1.O=C1OCCO1",
  "e_tot_ha": -7587.03770,
  "homo_energy_ev": -5.98,
  "e_above_lowest_kcal_mol": 360.6,
  "e_lumo_ev": -0.15,
  "gap_ha": 0.214
}

Record 3
{
  "formula": "C4H5EuLiO7",
  "method": "the ωB97M-V functional and the def2-TZVPD basis",
  "elements": ["O", "C", "O", "O", "C", "O", "C", "C", "O", "O", "Li", "Eu", "H", "H", "H", "H", "O", "H"],
  "positions_angstrom": [[-4.27119, 0.41880, 0.88636], [-3.31928, 0.26489, 0.07874], [-3.48917, 0.05917, -1.14896], [-2.08691, 0.26677, 0.60642], [-0.96942, 0.19495, -0.27537], [1.37188, 0.40869, -0.33467], [2.80228, -0.51136, 0.02396], [0.29965, 0.31654, 0.54930], [3.21585, -0.10749, 1.21601], [3.62486, -0.19256, -0.96817], [-5.39664, 0.26270, -0.70414], [4.61196, 1.81963, 0.20731], [-1.01828, 1.00655, -1.01546], [-0.97370, -0.76302, -0.81346], [0.20309, 1.18441, 1.22704], [0.39710, -0.55175, 1.22511], [2.56530, -1.89418, 0.07433], [2.43265, -2.18276, -0.83435]],
  "s_squared": 15.76,
  "spin_multiplicity": 8,
  "e_tot_ha": -1399.96116,
  "homo_energy_ev": [-7.51, -7.54],
  "e_above_lowest_kcal_mol": 15.2,
  "e_lumo_ev": [-2.08, -1.98],
  "gap_ha": [0.199, 0.204]
}